The following is a quantum chemistry calculation of a cluster of 17 separate species, C68H187N17O17 in total, from the Open Molecules 2025 dataset.

Each line ends with the Mulliken charge.
Positions of all 289 atoms, in Å:
C (2.28456, 8.91680, -4.45383)  -1.4351
C (2.07291, 7.96969, -3.27109)  0.6485
C (2.56818, 6.50483, -3.55429)  -0.7512
O (1.49963, 5.82068, -4.32219)  -0.2746
C (1.98093, 4.84154, -5.24015)  -0.7485
N (2.84128, 8.52074, -2.18386)  -0.7255
H (1.64482, 9.79912, -4.43581)  0.3849
H (1.91142, 8.41294, -5.34545)  0.2975
H (3.31424, 9.22130, -4.64131)  0.3534
H (1.02647, 8.07223, -2.98377)  0.2370
H (2.59534, 5.91332, -2.63915)  0.3866
H (3.53980, 6.51512, -4.04820)  0.3370
H (2.61158, 5.16475, -6.06836)  0.3087
H (1.11964, 4.33503, -5.67571)  0.2071
H (2.55179, 4.09337, -4.69019)  0.3251
H (2.47690, 9.41943, -1.90160)  0.2562
H (2.85907, 7.88332, -1.40061)  0.1923
C (-10.90999, -1.99382, 2.65746)  -1.3675
C (-9.45018, -1.98926, 2.94374)  0.5143
C (-8.74304, -3.17653, 2.27531)  -0.7012
O (-9.32063, -4.42581, 2.64120)  -0.2907
C (-8.76857, -5.60787, 2.08706)  -0.7702
N (-8.73710, -0.77493, 2.50440)  -0.6830
H (-11.02612, -1.90838, 1.57704)  0.2992
H (-11.43269, -1.15085, 3.10945)  0.3542
H (-11.43659, -2.88936, 2.98736)  0.3211
H (-9.31623, -2.14004, 4.01491)  0.2346
H (-7.68400, -3.14902, 2.53178)  0.3339
H (-8.81512, -3.19515, 1.18786)  0.3463
H (-8.89843, -5.60724, 1.00483)  0.3242
H (-9.34941, -6.44331, 2.47792)  0.2474
H (-7.69541, -5.76666, 2.19291)  0.2949
H (-7.73741, -0.90200, 2.57224)  0.2770
H (-8.95524, -0.60924, 1.53226)  0.2645
C (0.98835, -3.59624, -7.87065)  -1.3637
C (0.03768, -4.04047, -8.94346)  0.3294
C (0.09174, -3.15001, -10.24271)  -0.7291
O (-0.25988, -1.81175, -9.77901)  -0.2419
C (0.10019, -0.77905, -10.67981)  -0.7531
N (0.25016, -5.40565, -9.29157)  -0.7117
H (1.99725, -3.76572, -8.24680)  0.3291
H (0.71624, -4.14434, -6.96863)  0.3866
H (0.83064, -2.56077, -7.56892)  0.3145
H (-0.97198, -3.94929, -8.54301)  0.3020
H (-0.65948, -3.48712, -10.95694)  0.3656
H (1.10405, -3.21936, -10.64086)  0.3542
H (1.15350, -0.69784, -10.94823)  0.2998
H (-0.13761, 0.16644, -10.19237)  0.2462
H (-0.47677, -0.86525, -11.60056)  0.2916
H (0.29532, -5.95824, -8.44736)  0.2892
H (1.21857, -5.44437, -9.57580)  0.2910
C (9.54662, 4.36695, 7.39727)  -1.3110
C (9.92511, 2.93260, 7.81241)  0.3388
C (9.47258, 1.91569, 6.64771)  -0.7304
O (8.03452, 1.89729, 6.53377)  -0.2617
C (7.46208, 0.74340, 5.93437)  -0.7837
N (11.35580, 2.85496, 8.10802)  -0.6572
H (9.49447, 4.98501, 8.29359)  0.3260
H (8.62690, 4.44300, 6.81724)  0.3507
H (10.27183, 4.85994, 6.74986)  0.3220
H (9.27379, 2.68484, 8.65057)  0.2349
H (9.75947, 0.90096, 6.92361)  0.4127
H (9.96738, 2.06042, 5.68733)  0.3507
H (7.51803, -0.12354, 6.59270)  0.3058
H (7.79368, 0.59224, 4.90709)  0.3096
H (6.41540, 0.96824, 5.72945)  0.2598
H (11.70426, 3.67935, 8.57606)  0.2731
H (11.78619, 2.75260, 7.20007)  0.2595
C (-1.97220, 8.20112, 3.45769)  -1.4577
C (-0.91560, 7.55239, 2.58155)  0.6546
C (0.30326, 7.08250, 3.37874)  -0.8971
O (1.29884, 6.52522, 2.48849)  -0.2412
C (2.44158, 5.98418, 3.14349)  -0.8239
N (-1.53853, 6.37546, 1.99700)  -0.7699
H (-2.13548, 7.70679, 4.41533)  0.3168
H (-2.92127, 8.32282, 2.93563)  0.3398
H (-1.53086, 9.11220, 3.86174)  0.3879
H (-0.70161, 8.30295, 1.82065)  0.2716
H (0.04489, 6.29620, 4.08802)  0.3896
H (0.72823, 7.91776, 3.93537)  0.4124
H (2.31879, 5.03745, 3.66955)  0.3077
H (2.85003, 6.73229, 3.82290)  0.3276
H (3.28479, 5.79015, 2.48058)  0.2622
H (-0.85129, 5.68364, 1.73395)  0.2667
H (-1.84169, 6.63492, 1.06917)  0.2505
C (14.87862, 3.25373, -4.45628)  -1.4446
C (14.09816, 2.43382, -3.50387)  0.3204
C (12.65528, 2.90138, -3.16073)  -0.6098
O (12.11108, 2.06649, -2.23147)  -0.3010
C (10.87806, 2.62280, -1.74423)  -0.7646
N (14.16623, 1.08150, -4.00638)  -0.7200
H (14.41789, 3.28216, -5.44371)  0.3181
H (15.89554, 2.89266, -4.60989)  0.3695
H (14.99224, 4.25290, -4.03575)  0.3734
H (14.60068, 2.40727, -2.53698)  0.3184
H (12.06601, 2.93525, -4.07709)  0.3199
H (12.72866, 3.90262, -2.73618)  0.3439
H (10.09267, 2.69446, -2.49664)  0.3115
H (11.00907, 3.59240, -1.26380)  0.3078
H (10.46218, 1.97038, -0.97644)  0.2759
H (13.57403, 0.54685, -3.38707)  0.3181
H (13.66302, 1.21230, -4.87227)  0.2637
C (7.43674, -0.03550, -8.34975)  -1.3688
C (8.72665, 0.85711, -8.36361)  0.3885
C (9.47273, 0.66425, -9.71902)  -0.7044
O (10.63618, 1.46798, -9.72614)  -0.2344
C (11.19837, 1.84744, -10.94333)  -0.8000
N (8.21957, 2.14714, -8.14903)  -0.6700
H (7.12570, 0.00558, -7.30588)  0.3424
H (7.53924, -1.09135, -8.60032)  0.3741
H (6.60692, 0.25326, -8.99481)  0.3594
H (9.37283, 0.54997, -7.54130)  0.2913
H (8.78026, 0.97288, -10.50217)  0.3195
H (9.79243, -0.37655, -9.77032)  0.3139
H (10.56962, 2.27824, -11.72255)  0.3181
H (11.66207, 0.95491, -11.36342)  0.3172
H (12.07643, 2.46851, -10.76618)  0.2478
H (8.95404, 2.83042, -8.26647)  0.2584
H (7.49983, 2.42902, -8.79912)  0.2465
C (8.75948, -7.78549, 4.71013)  -1.3977
C (7.39327, -7.49137, 5.40830)  0.3948
C (6.32012, -7.20438, 4.29299)  -0.7273
O (5.17421, -6.62575, 4.79966)  -0.3147
C (4.16104, -6.50621, 3.84639)  -0.7713
N (7.05268, -8.60282, 6.25960)  -0.7855
H (8.69885, -8.70041, 4.12077)  0.2875
H (9.53991, -7.98778, 5.44370)  0.3897
H (9.09946, -6.89585, 4.17999)  0.3768
H (7.45614, -6.65726, 6.10715)  0.3627
H (6.04851, -8.12430, 3.77523)  0.3177
H (6.72532, -6.59357, 3.48626)  0.4092
H (3.85729, -7.45253, 3.39883)  0.3192
H (4.56486, -5.96253, 2.99231)  0.3198
H (3.29723, -5.94666, 4.20535)  0.2600
H (6.13650, -8.45515, 6.65824)  0.2947
H (6.76208, -9.32717, 5.61853)  0.2650
C (-9.70187, 7.90243, 0.23356)  -1.2982
C (-9.65869, 6.92471, 1.40325)  0.4177
C (-11.02105, 6.23595, 1.58600)  -0.7632
O (-11.99542, 7.28181, 1.68808)  -0.3053
C (-13.33418, 6.81264, 1.74829)  -0.7040
N (-8.70631, 5.96066, 0.85730)  -0.6389
H (-9.90851, 7.48271, -0.75094)  0.3004
H (-8.72534, 8.38490, 0.27478)  0.3778
H (-10.47591, 8.64848, 0.41346)  0.3413
H (-9.40546, 7.40441, 2.34870)  0.2550
H (-10.95468, 5.61587, 2.47997)  0.3641
H (-11.21853, 5.59373, 0.72772)  0.3787
H (-13.44463, 6.50266, 2.78743)  0.2751
H (-13.51507, 5.98052, 1.06789)  0.3030
H (-14.01974, 7.63055, 1.52663)  0.2287
H (-8.60137, 5.22023, 1.53617)  0.2252
H (-7.77637, 6.34996, 0.79603)  0.2438
C (-4.31102, -6.76735, 6.41648)  -1.2677
C (-4.49803, -8.16075, 7.12677)  0.3612
C (-5.98966, -8.74830, 6.81115)  -0.6451
O (-6.20658, -9.95003, 7.62862)  -0.3336
C (-7.55162, -10.30277, 7.77072)  -0.7212
N (-3.41005, -9.04788, 6.73984)  -0.6926
H (-5.18290, -6.13292, 6.57591)  0.3446
H (-3.93091, -6.81334, 5.39593)  0.3190
H (-3.45101, -6.35288, 6.94250)  0.3495
H (-4.38800, -8.00641, 8.20017)  0.2700
H (-5.99601, -9.22074, 5.82887)  0.2472
H (-6.76179, -7.99877, 6.98469)  0.4028
H (-8.08601, -10.34602, 6.82169)  0.2953
H (-8.02720, -9.60425, 8.45919)  0.2788
H (-7.59881, -11.26420, 8.28213)  0.2584
H (-3.68394, -9.96673, 7.05733)  0.2914
H (-3.28979, -9.08200, 5.73761)  0.2422
C (-10.38708, 2.24829, -4.60892)  -1.3407
C (-10.25066, 1.03704, -3.64883)  0.4318
C (-10.35136, -0.31524, -4.38764)  -0.7162
O (-11.63178, -0.36147, -4.92819)  -0.3335
C (-11.85315, -0.81265, -6.31245)  -0.7655
N (-8.91538, 1.12507, -3.07212)  -0.7232
H (-11.28957, 2.11807, -5.20613)  0.3342
H (-9.58853, 2.36960, -5.34083)  0.3284
H (-10.43722, 3.17268, -4.03351)  0.4158
H (-10.96195, 0.98422, -2.82459)  0.2560
H (-10.21960, -1.11194, -3.65551)  0.3134
H (-9.58892, -0.42332, -5.15907)  0.3590
H (-12.83836, -0.53070, -6.68389)  0.2623
H (-11.86213, -1.89808, -6.41174)  0.3159
H (-11.19557, -0.31829, -7.02749)  0.3298
H (-8.23029, 1.16644, -3.81310)  0.2563
H (-8.87098, 2.10447, -2.82944)  0.2782
C (2.52814, 3.46679, 9.87996)  -1.3091
C (1.78297, 2.29589, 10.56937)  0.2411
C (1.28350, 1.19511, 9.58886)  -0.5638
O (0.08236, 1.70027, 8.98921)  -0.2957
C (-0.53316, 0.66017, 8.32161)  -0.7808
N (2.78804, 1.84847, 11.42357)  -0.6831
H (3.38727, 3.12158, 9.30479)  0.3249
H (2.80804, 4.31040, 10.51090)  0.3579
H (1.84573, 3.93998, 9.17391)  0.3340
H (0.97754, 2.66139, 11.20639)  0.3133
H (0.92301, 0.35340, 10.18019)  0.3518
H (2.07489, 0.88567, 8.90619)  0.3035
H (-0.82561, -0.16520, 8.97071)  0.3124
H (0.10898, 0.18739, 7.57848)  0.3177
H (-1.43883, 1.00480, 7.82251)  0.2689
H (2.49396, 1.02169, 11.92361)  0.2453
H (3.57673, 1.57707, 10.85400)  0.2618
C (-3.97469, 6.66371, -6.30170)  -1.3173
C (-4.51982, 5.37786, -5.54602)  0.1455
C (-4.32259, 4.15080, -6.49585)  -0.6620
O (-4.63790, 2.97173, -5.81759)  -0.2951
C (-4.19492, 1.83576, -6.51812)  -0.7706
N (-3.64849, 5.06639, -4.43004)  -0.7487
H (-4.58608, 6.91166, -7.16935)  0.3755
H (-2.94077, 6.57233, -6.63453)  0.3242
H (-4.00893, 7.47008, -5.56911)  0.3686
H (-5.57277, 5.36462, -5.26456)  0.3909
H (-3.29417, 4.15304, -6.85701)  0.3963
H (-5.04706, 4.37462, -7.27889)  0.2896
H (-4.54786, 0.91230, -6.05905)  0.2584
H (-3.10512, 1.81492, -6.51955)  0.3038
H (-4.57476, 1.75013, -7.53620)  0.3164
H (-2.71155, 5.03852, -4.80617)  0.2466
H (-3.91039, 4.10080, -4.29165)  0.3771
C (8.99646, -5.40020, -2.93863)  -1.2254
C (9.90568, -5.54273, -1.71315)  0.5495
C (10.40812, -7.02719, -1.67120)  -0.9201
O (9.41806, -8.02349, -1.49179)  -0.3087
C (9.84673, -9.36686, -1.47476)  -0.7119
N (10.94479, -4.52150, -1.68949)  -0.6550
H (8.16345, -6.10284, -2.96077)  0.3237
H (9.43332, -5.63986, -3.90807)  0.3411
H (8.61202, -4.38243, -3.00531)  0.3217
H (9.40565, -5.58879, -0.74570)  0.1760
H (11.24746, -7.20762, -0.99960)  0.4076
H (10.94568, -7.24970, -2.59295)  0.4155
H (10.07227, -9.73139, -2.47694)  0.2879
H (9.02979, -9.90781, -0.99719)  0.2253
H (10.76709, -9.46863, -0.89972)  0.3110
H (11.63479, -4.79066, -1.00279)  0.2249
H (10.53850, -3.60439, -1.57148)  0.2364
C (-1.66242, -0.35374, -1.06369)  -1.2689
C (-1.24547, -0.14303, 0.41613)  0.3840
C (0.14510, 0.53257, 0.56496)  -0.6798
O (1.21834, -0.33763, 0.25015)  -0.3739
C (2.13650, -0.05013, -0.80057)  -0.6259
N (-2.21741, 0.69234, 1.09392)  -0.6546
H (-2.55580, -0.95770, -1.22243)  0.3414
H (-0.91906, -0.86286, -1.67713)  0.2936
H (-1.95364, 0.61710, -1.46463)  0.3252
H (-1.17996, -1.09786, 0.93778)  0.2432
H (0.26358, 0.89231, 1.58704)  0.3152
H (0.10963, 1.40860, -0.08267)  0.3815
H (1.57627, -0.24465, -1.71512)  0.2544
H (3.01055, -0.70026, -0.76216)  0.2339
H (2.53841, 0.96239, -0.76336)  0.2856
H (-1.69410, 1.29579, 1.71205)  0.2577
H (-2.61258, 1.30329, 0.39343)  0.2887
C (-6.13394, -8.95590, -7.32489)  -1.4449
C (-4.73683, -8.70114, -6.76348)  0.6332
C (-4.81486, -8.13260, -5.27487)  -0.8521
O (-3.59100, -7.51631, -4.83835)  -0.2704
C (-3.58118, -7.04370, -3.50339)  -0.7978
N (-4.03781, -9.96894, -6.74117)  -0.7520
H (-6.85596, -8.16123, -7.13705)  0.3716
H (-6.58524, -9.66760, -6.63357)  0.3582
H (-6.18238, -9.36579, -8.33372)  0.3364
H (-4.27522, -8.02566, -7.48372)  0.2766
H (-5.02196, -8.97842, -4.61929)  0.3781
H (-5.58442, -7.37104, -5.14870)  0.3825
H (-2.68053, -6.48678, -3.24500)  0.2716
H (-3.55456, -7.80842, -2.72712)  0.3279
H (-4.46796, -6.48367, -3.20661)  0.2990
H (-3.12447, -9.79750, -6.34554)  0.2396
H (-3.86735, -10.27520, -7.68839)  0.2425
C (-6.50019, 4.09093, 8.04852)  -1.3769
C (-7.33102, 3.16272, 8.92061)  0.5804
C (-7.72012, 3.74948, 10.29952)  -0.6477
O (-6.59791, 3.87386, 11.23019)  -0.3359
C (-5.95805, 2.68378, 11.60260)  -0.6606
N (-8.49115, 2.91964, 8.20244)  -0.7518
H (-7.01784, 5.04549, 7.95389)  0.3397
H (-6.35253, 3.67397, 7.05231)  0.3926
H (-5.51825, 4.27511, 8.48438)  0.3104
H (-6.87186, 2.18905, 9.09162)  0.2852
H (-8.46664, 3.09819, 10.75411)  0.2822
H (-8.09464, 4.77312, 10.29982)  0.2780
H (-5.17350, 2.91497, 12.32310)  0.2541
H (-5.44745, 2.28374, 10.72660)  0.2645
H (-6.58945, 1.94530, 12.09664)  0.2776
H (-8.33092, 2.61046, 7.25438)  0.2554
H (-8.91496, 2.04355, 8.47253)  0.2528

Atomic forces in eV per Å
-0.757 -0.661 -1.097
0.701 0.494 -0.371
-2.551 0.247 -0.243
1.427 0.854 -0.631
-0.225 -0.410 0.763
1.094 -0.285 0.643
0.135 0.186 0.542
0.144 -0.175 -0.276
0.047 -0.174 0.329
-0.405 -1.054 -0.446
0.481 0.264 0.313
-0.091 -0.042 -0.196
0.042 0.704 0.071
-0.109 0.132 0.103
0.142 -0.254 0.038
0.027 -0.048 0.150
-0.125 0.206 0.316
-0.834 0.584 -0.567
1.396 -0.980 -0.003
-0.284 -1.348 -0.364
0.121 -0.256 1.108
-0.482 0.526 -0.715
-0.929 -0.030 0.427
-0.309 -0.027 -0.189
0.168 0.153 0.033
0.396 -0.129 -0.022
0.204 0.273 0.180
0.265 -0.053 0.153
0.035 0.860 -0.414
-0.263 0.046 -0.368
0.240 0.067 0.151
0.171 0.229 0.743
0.091 -0.025 0.045
0.025 0.125 -0.203
-0.386 0.672 0.272
-1.099 1.500 -0.708
-0.709 0.299 2.267
1.090 -0.739 -0.710
-0.532 0.173 0.151
0.528 -0.984 -0.536
0.263 0.029 0.543
0.620 -0.426 0.034
0.245 0.189 -0.378
-0.227 0.090 -0.130
0.159 -0.110 -0.171
0.126 0.329 -0.285
0.301 -0.550 0.151
-0.228 -0.050 -0.006
-0.072 0.083 -0.194
-0.454 -0.212 0.289
0.364 -0.293 -0.583
-0.125 0.245 -0.157
-1.195 0.415 -1.991
-0.165 -0.581 1.475
0.585 0.619 -0.013
-0.330 0.906 -0.268
-0.696 -1.296 -0.273
-0.251 0.125 -0.002
-0.350 -0.195 0.433
0.475 -0.351 -0.031
0.352 -0.260 0.244
0.311 -0.151 0.385
-0.065 0.676 -0.244
0.277 -0.193 -0.234
0.841 -0.446 0.095
-0.203 0.141 0.627
-0.097 0.106 -0.164
0.630 0.238 0.117
0.915 0.449 1.334
-0.451 -0.849 0.612
0.734 0.055 -0.556
0.001 -0.191 -0.045
0.358 0.714 0.233
-0.099 -0.580 -1.159
-0.276 -0.870 -0.283
0.220 0.246 0.073
-0.416 0.787 -0.542
0.762 -0.061 -0.093
-0.457 0.018 0.144
0.185 0.148 0.094
-0.712 -0.001 0.208
-0.096 0.007 0.448
-0.477 0.176 -0.761
0.522 -0.187 0.405
-0.707 0.129 -0.135
0.413 1.472 -0.124
0.032 -0.602 1.519
1.991 0.976 -1.393
-1.745 -0.543 1.368
0.020 -0.800 0.485
-0.634 -0.022 0.023
-0.180 0.236 -0.050
-0.137 -0.357 0.224
-0.134 0.348 -0.413
0.224 0.236 0.201
-0.320 0.096 -0.297
-0.033 0.457 -0.149
0.238 0.119 -0.459
0.301 0.212 -0.205
0.336 -0.246 -0.011
-0.187 -0.603 -0.133
-0.193 -0.983 -0.594
0.676 -0.657 0.696
-1.163 -2.158 -1.982
0.205 0.288 1.103
-0.528 1.118 0.877
1.222 -1.256 -0.470
0.299 2.276 0.564
-0.459 -0.054 -0.116
0.660 -0.098 0.083
0.214 0.778 -0.030
0.086 0.056 -0.002
-0.014 -0.239 -0.360
-0.261 -0.277 -0.483
-0.509 0.211 0.364
-0.066 -0.311 -0.570
-0.390 0.450 0.305
0.213 0.224 0.179
-0.181 -0.346 -0.146
-0.493 0.473 1.134
0.122 0.334 -1.158
1.198 -0.295 0.135
-0.878 0.261 1.316
0.262 0.410 -1.048
-0.824 -0.999 -0.238
-0.113 0.271 -0.450
-0.189 0.001 0.290
-0.120 -0.287 -0.503
0.187 0.499 -0.485
0.114 -0.686 0.090
0.351 0.486 -0.031
-0.191 -0.446 0.401
-0.007 0.415 -0.264
0.206 -0.224 0.384
-0.153 0.679 0.674
0.533 -0.888 -0.255
-0.592 1.500 1.096
-0.804 -0.380 -2.280
0.349 0.996 -0.102
0.307 -0.457 -0.551
0.758 0.056 0.780
0.178 -1.172 1.363
0.243 -0.463 0.297
-0.008 0.280 -0.568
0.161 0.270 -0.033
0.287 0.170 -0.012
-0.420 -0.146 0.316
-0.102 -0.050 -0.174
-0.755 -0.351 0.019
-0.001 -0.074 -0.079
0.179 0.018 -0.006
0.150 -0.562 0.064
0.074 0.351 -0.138
0.712 -1.045 1.415
-1.632 0.385 -1.606
2.041 -1.409 1.093
0.839 1.061 -0.054
0.007 0.101 0.650
-0.429 -0.002 0.371
0.135 0.052 -0.356
-0.720 -0.265 -0.255
-0.111 0.452 0.129
-0.426 -0.005 0.063
-0.114 0.981 -0.648
-0.071 -0.017 -0.061
-0.092 -0.018 -0.125
-0.420 0.285 -0.147
0.110 -0.155 -0.278
0.307 -0.372 -0.035
-0.140 -0.025 -0.162
-1.409 -0.641 0.164
1.470 -0.309 -1.676
-0.028 0.676 0.206
-1.953 -0.645 -2.167
0.107 0.431 1.019
0.384 0.421 0.789
-0.257 0.360 0.088
0.406 -0.443 0.256
-0.168 0.054 -0.029
-0.235 0.476 -0.214
0.118 -0.198 0.043
0.258 0.160 -0.119
-0.257 0.371 0.792
0.598 -0.097 0.169
0.592 -0.216 0.217
0.157 -0.662 -0.530
0.233 0.265 1.011
-1.912 0.610 -1.188
0.394 1.280 -1.389
-1.303 1.825 1.487
1.165 0.008 -0.191
-0.871 -0.731 -0.858
1.455 -1.808 1.798
0.097 -0.146 0.146
0.166 -0.554 0.527
-0.017 -0.053 -0.436
-0.391 0.041 -0.443
0.552 -0.436 0.248
-0.088 0.038 -0.406
-0.103 -0.049 0.512
0.247 0.153 -0.335
0.088 0.207 0.021
0.105 -0.259 0.310
0.419 -0.122 0.189
-1.292 -0.777 1.117
2.340 -0.661 -2.060
-1.335 1.907 -0.079
-0.354 -0.473 -0.051
0.098 -0.676 0.024
-0.636 0.499 0.884
-0.059 0.064 0.067
0.014 -0.395 0.127
-0.034 0.205 -0.205
0.064 0.606 0.168
0.123 -0.088 -0.197
0.123 -0.654 -0.822
-0.037 0.260 0.544
0.171 -0.069 -0.212
0.021 0.531 -0.273
0.362 0.063 0.109
0.437 -0.345 0.883
-0.551 0.121 0.101
-0.566 -2.184 0.171
1.955 -0.427 -1.463
-0.760 1.312 0.309
0.235 0.701 0.113
0.195 -1.315 -0.774
-0.225 0.122 0.717
0.927 0.252 0.222
-0.166 0.016 -0.022
-1.130 0.766 -0.077
-0.131 0.381 1.072
-0.158 0.119 -0.828
-0.214 -0.120 -0.198
0.219 -0.242 -0.208
0.074 -0.105 0.314
0.034 0.680 0.201
0.258 -0.075 0.357
-0.132 -0.078 0.508
0.744 -0.538 -0.456
-0.154 -0.338 -1.153
0.514 -0.429 0.672
-1.014 0.166 0.025
-0.187 0.148 -0.196
-0.157 -0.153 0.634
0.343 0.388 0.115
0.457 0.172 -0.350
-0.023 -0.212 -0.087
0.066 -0.117 0.206
0.304 0.275 -0.211
0.452 0.302 -0.495
-0.338 -0.325 0.328
-0.285 0.276 -0.031
-0.284 0.211 0.419
-0.316 0.266 0.070
-0.890 -0.365 1.828
-0.663 0.823 0.406
0.614 0.137 -0.670
0.395 -0.069 -0.205
-0.271 -0.503 0.682
0.440 -0.185 0.347
0.396 0.708 -0.766
0.071 -0.801 -0.225
0.169 0.258 0.066
0.405 0.675 0.502
-0.228 -0.203 0.005
-0.401 -0.092 -0.306
-0.025 0.343 -0.845
-0.090 -0.923 -0.271
-0.159 0.505 -0.523
0.288 -0.154 0.139
-0.043 -0.146 -0.167
0.671 0.108 0.683
1.510 0.607 0.876
1.535 -0.163 0.853
-0.858 0.208 -0.414
0.640 0.145 -0.286
-3.558 -1.273 -1.704
-0.032 0.005 -0.049
-0.031 -0.079 0.012
0.028 0.082 0.005
0.932 0.151 0.284
-0.223 -0.121 0.022
-0.193 -0.148 -0.592
-0.054 0.323 0.020
-0.024 -0.569 0.060
-0.429 -0.121 -0.258
0.657 0.832 -0.576
-0.569 0.012 1.054

Orbital gap: 9.175 eV
E_HOMO: -9.087 eV
Multiplicity: 1
LUMO energy: 0.09 eV